[1]
{
  "formula": "C35H65IN2O15P3",
  "method": "ωB97M-V/def2-TZVPD",
  "species": ["C", "C", "O", "C", "C", "C", "C", "C", "N", "N", "I", "C", "C", "C", "C", "C", "C", "C", "C", "C", "C", "C", "C", "C", "C", "C", "C", "C", "O", "C", "C", "O", "H", "H", "H", "H", "H", "H", "H", "H", "H", "H", "H", "H", "H", "H", "H", "H", "H", "H", "H", "H", "H", "H", "H", "H", "H", "H", "H", "H", "H", "H", "H", "H", "H", "H", "H", "H", "H", "H", "C", "O", "P", "O", "O", "C", "O", "C", "H", "H", "H", "H", "H", "H", "H", "H", "H", "C", "O", "P", "O", "O", "C", "O", "C", "H", "H", "H", "H", "H", "H", "H", "H", "H", "C", "O", "P", "O", "O", "C", "O", "C", "H", "H", "H", "H", "H", "H", "H", "H", "H"],
  "coordinates": [[-3.273, -6.152, -6.653], [-3.936, -4.908, -6.042], [-3.395, -3.662, -6.461], [-1.998, -3.531, -6.309], [-1.476, -3.806, -4.913], [-0.406, -4.710, -4.663], [0.317, -5.457, -5.761], [0.027, -6.976, -5.781], [0.050, -4.962, -3.461], [-0.498, -4.312, -2.464], [0.314, -4.801, -0.616], [-1.465, -3.410, -2.530], [-1.984, -2.677, -1.335], [-0.972, -1.627, -0.868], [-0.776, -1.481, 0.501], [0.155, -0.569, 0.963], [0.897, 0.187, 0.069], [0.694, 0.064, -1.292], [-0.238, -0.853, -1.751], [-2.012, -3.138, -3.813], [-3.132, -2.138, -3.973], [-4.523, -2.636, -3.565], [-5.636, -1.667, -3.993], [-6.977, -2.402, -4.187], [-8.153, -1.482, -3.871], [-9.519, -2.071, -4.281], [-10.610, -1.735, -3.251], [-10.890, -2.847, -2.245], [-11.202, -4.108, -2.865], [-10.262, -5.058, -2.690], [-10.786, -6.450, -2.451], [-9.072, -4.851, -2.742], [-2.669, -6.642, -5.891], [-4.053, -6.876, -6.889], [-2.694, -5.946, -7.550], [-4.973, -4.894, -6.374], [-3.949, -5.023, -4.956], [-1.500, -4.106, -7.085], [-1.770, -2.481, -6.516], [0.202, -4.980, -6.727], [1.372, -5.355, -5.500], [-0.637, -7.259, -6.592], [0.973, -7.489, -5.941], [-0.374, -7.303, -4.824], [-2.167, -3.355, -0.502], [-2.909, -2.160, -1.558], [-1.339, -2.093, 1.196], [0.317, -0.481, 2.029], [1.630, 0.857, 0.501], [1.287, 0.658, -1.972], [-0.395, -0.987, -2.817], [-2.910, -1.224, -3.417], [-3.188, -1.856, -5.020], [-4.777, -3.615, -3.959], [-4.608, -2.715, -2.478], [-5.401, -1.185, -4.944], [-5.818, -0.912, -3.226], [-7.046, -3.313, -3.588], [-7.100, -2.707, -5.230], [-8.195, -1.217, -2.812], [-8.017, -0.558, -4.441], [-9.850, -1.589, -5.204], [-9.479, -3.137, -4.491], [-10.350, -0.840, -2.679], [-11.556, -1.495, -3.740], [-10.095, -2.940, -1.505], [-11.786, -2.564, -1.690], [-11.498, -6.450, -1.625], [-9.950, -7.077, -2.158], [-11.279, -6.848, -3.336], [4.569, 3.919, 4.533], [3.169, 4.242, 4.573], [2.234, 3.615, 3.396], [2.488, 2.158, 3.487], [3.141, 4.342, 2.227], [3.382, 5.754, 2.245], [0.941, 3.531, 2.355], [0.127, 4.693, 2.102], [4.843, 3.482, 5.491], [4.817, 3.228, 3.735], [5.126, 4.841, 4.381], [4.456, 5.919, 2.155], [3.034, 6.220, 3.167], [2.879, 6.217, 1.395], [0.666, 5.408, 1.478], [-0.179, 5.175, 3.030], [-0.763, 4.365, 1.571], [7.975, 7.355, 0.792], [8.197, 5.944, 0.658], [8.243, 5.083, 2.032], [6.978, 5.364, 2.730], [9.502, 5.938, 2.653], [10.699, 6.147, 1.896], [8.731, 3.697, 2.751], [9.834, 2.944, 2.203], [7.115, 7.614, 0.179], [7.795, 7.649, 1.822], [8.856, 7.877, 0.420], [10.928, 7.212, 1.896], [10.598, 5.813, 0.863], [11.523, 5.612, 2.368], [10.778, 3.447, 2.409], [9.720, 2.796, 1.129], [9.843, 1.973, 2.689], [5.683, 2.600, 11.985], [6.422, 2.849, 10.782], [6.364, 4.361, 10.201], [6.813, 5.243, 11.284], [4.732, 4.389, 10.007], [4.057, 3.330, 9.324], [6.660, 5.245, 8.862], [6.569, 4.626, 7.562], [6.370, 2.178, 12.713], [5.232, 3.504, 12.386], [4.898, 1.876, 11.762], [3.241, 2.975, 9.954], [4.718, 2.489, 9.108], [3.640, 3.707, 8.390], [5.526, 4.455, 7.299], [7.113, 3.681, 7.540], [7.008, 5.301, 6.833]],
  "forces_ev_per_a": [[-0.287, -0.044, 0.658], [-0.260, -0.678, -0.751], [0.122, -0.031, 0.455], [-0.150, 0.279, -0.154], [0.021, -0.082, 0.751], [-0.324, 0.016, -1.183], [0.507, -0.202, 0.662], [0.310, 0.292, -0.220], [-0.039, 0.137, 0.017], [0.079, 0.058, 1.204], [0.126, -0.151, -0.239], [-1.067, 0.269, -0.947], [0.841, 0.455, 0.377], [-0.114, -0.390, 0.421], [0.041, 0.135, -0.171], [-0.147, -0.243, 0.182], [0.149, 0.194, 0.577], [0.136, -0.029, 0.140], [-0.146, -0.124, -0.435], [0.056, -0.143, -0.356], [0.013, -0.010, -0.103], [-0.505, 0.506, 0.312], [-0.504, -0.627, -0.128], [-0.222, 0.331, 0.005], [-0.315, -0.459, -0.459], [-0.368, 0.957, 0.030], [-0.200, -0.629, -0.053], [-0.338, 0.992, 0.060], [0.211, -0.254, 0.705], [0.648, -0.689, -0.422], [-0.243, 0.199, 0.236], [-0.278, 0.444, 0.288], [0.339, 0.023, -0.237], [0.023, 0.030, -0.209], [-0.022, 0.000, -0.041], [-0.032, 0.325, 0.090], [0.140, 0.198, 0.049], [0.182, -0.180, 0.217], [-0.056, -0.003, -0.107], [-0.144, -0.068, -0.050], [0.009, 0.125, -0.076], [-0.143, -0.012, 0.091], [-0.072, -0.156, 0.014], [-0.055, -0.084, -0.032], [-0.099, -0.115, -0.092], [-0.128, -0.262, -0.183], [-0.007, 0.002, 0.035], [0.083, 0.151, -0.004], [0.051, 0.143, -0.255], [-0.073, -0.016, -0.126], [0.076, 0.111, -0.043], [0.107, -0.040, 0.045], [0.018, 0.051, 0.001], [0.320, -0.051, -0.145], [0.149, -0.244, -0.002], [0.192, 0.207, 0.138], [0.374, 0.196, -0.082], [0.024, 0.058, 0.113], [0.222, -0.135, 0.002], [0.290, -0.050, 0.046], [0.067, 0.140, 0.225], [0.236, -0.135, -0.159], [0.073, -0.065, 0.199], [0.071, 0.012, -0.023], [0.033, -0.110, -0.134], [0.225, -0.320, -0.253], [-0.053, -0.164, 0.002], [-0.162, 0.086, -0.140], [0.065, -0.058, -0.228], [-0.032, 0.018, -0.007], [0.561, 0.118, -0.123], [-3.055, 1.021, 1.180], [5.012, -3.367, -4.057], [-0.534, 0.214, 0.511], [-0.488, 0.432, 0.026], [0.264, -0.101, -0.104], [-1.448, 1.745, 2.630], [0.116, 0.041, -0.236], [-0.215, -0.077, 0.013], [-0.155, -0.045, -0.019], [-0.030, -0.003, -0.036], [0.006, -0.013, 0.034], [0.034, 0.008, 0.010], [-0.024, -0.020, -0.005], [0.021, -0.009, 0.035], [-0.080, 0.011, -0.035], [0.032, -0.099, 0.020], [0.005, 0.387, 0.009], [0.261, -2.838, -1.049], [0.183, 3.962, 4.414], [-0.167, -0.412, -0.305], [0.011, -0.247, -0.307], [-0.060, 0.121, 0.166], [-0.340, -0.711, -3.120], [0.179, -0.021, 0.155], [-0.011, -0.089, 0.003], [-0.056, -0.128, 0.034], [0.007, -0.078, -0.026], [0.014, 0.005, 0.012], [0.008, 0.026, -0.014], [0.007, 0.023, 0.022], [-0.038, 0.027, -0.003], [0.014, -0.047, 0.006], [-0.102, 0.033, 0.050], [-0.237, -0.115, 0.263], [1.615, -0.172, -2.360], [-3.481, 3.007, 2.931], [0.302, -0.171, -0.242], [0.300, -0.330, -0.194], [-0.086, 0.156, 0.108], [1.532, -2.624, -0.371], [-0.136, 0.066, -0.046], [0.054, 0.043, -0.046], [0.114, 0.089, -0.045], [0.052, 0.000, -0.061], [-0.013, 0.002, -0.004], [-0.020, -0.024, 0.012], [-0.023, 0.004, 0.008], [0.000, 0.030, 0.054], [0.018, 0.011, -0.090], [0.033, 0.075, 0.101]],
  "total_charge": 1,
  "gap_ha": 0.25225,
  "spin_multiplicity": 1
}

[2]
{
  "formula": "C26H49BCl2CoF16LiNO7",
  "method": "ωB97M-V/def2-TZVPD",
  "species": ["Co", "Li", "C", "O", "C", "C", "N", "H", "H", "C", "C", "O", "C", "H", "H", "H", "H", "H", "H", "H", "H", "H", "H", "H", "H", "H", "H", "C", "O", "H", "H", "H", "B", "H", "H", "H", "H", "C", "C", "C", "F", "F", "F", "F", "O", "C", "C", "F", "F", "F", "F", "H", "H", "H", "H", "C", "C", "C", "F", "F", "F", "F", "O", "C", "C", "F", "F", "F", "F", "H", "H", "H", "H", "C", "C", "C", "O", "C", "H", "H", "H", "H", "H", "H", "H", "H", "C", "C", "C", "O", "C", "H", "H", "H", "H", "H", "H", "H", "H", "C", "Cl", "Cl", "H", "H"],
  "coordinates": [[2.043, -1.515, -0.298], [-0.674, -2.303, -1.144], [1.820, 3.256, 0.671], [2.770, 2.232, 0.932], [3.963, 2.677, 1.540], [4.946, 1.529, 1.757], [5.260, 0.934, 0.373], [4.359, 0.840, -0.074], [5.674, 1.670, -0.181], [6.120, -0.303, 0.295], [7.483, -0.138, 1.036], [8.083, 1.185, 0.807], [9.462, 1.113, 1.136], [1.493, 3.767, 1.576], [0.964, 2.906, 0.094], [2.267, 3.984, -0.006], [3.772, 3.096, 2.528], [4.329, 3.443, 0.855], [4.604, 0.699, 2.376], [5.900, 1.871, 2.158], [6.215, -0.535, -0.766], [5.481, -1.099, 0.679], [8.064, -0.996, 0.698], [7.418, -0.306, 2.111], [9.752, 0.864, 2.157], [9.798, 2.124, 0.907], [9.935, 0.462, 0.401], [-0.972, 0.239, 0.182], [0.115, -0.503, -0.272], [-1.905, -0.325, 0.155], [-0.800, 0.498, 1.226], [-1.095, 1.135, -0.427], [2.787, -1.539, 1.638], [2.587, -0.545, 1.270], [3.427, -1.507, 2.506], [1.835, -2.024, 1.792], [3.311, -2.100, 0.879], [0.380, 0.526, 3.772], [1.638, 0.618, 4.717], [1.912, -0.837, 5.143], [2.840, -0.917, 6.161], [0.870, -1.595, 5.583], [2.691, 1.047, 4.008], [1.478, 1.452, 5.758], [-0.036, 1.863, 3.322], [-1.294, 2.338, 3.811], [-1.585, 3.754, 3.266], [-2.740, 4.264, 3.775], [-0.564, 4.641, 3.438], [-2.237, 1.384, 3.504], [-1.218, 2.389, 5.176], [-0.425, 0.024, 4.308], [0.503, -0.220, 2.986], [2.383, -1.392, 4.332], [-1.585, 3.599, 2.187], [-5.713, 1.224, -1.977], [-6.255, -0.183, -2.331], [-7.755, -0.278, -1.890], [-8.362, -1.374, -2.217], [-7.862, -0.025, -0.582], [-6.207, -0.429, -3.626], [-5.545, -1.162, -1.673], [-4.419, 1.413, -2.520], [-3.869, 2.725, -2.498], [-2.489, 2.680, -3.205], [-2.577, 2.178, -4.472], [-1.966, 3.871, -3.266], [-4.678, 3.565, -3.161], [-3.763, 3.096, -1.181], [-5.681, 1.403, -0.902], [-6.417, 1.993, -2.294], [-8.331, 0.549, -2.306], [-1.847, 2.039, -2.600], [-3.769, -4.126, 1.200], [-3.556, -5.121, 0.091], [-2.181, -4.681, -0.421], [-2.181, -3.294, -0.357], [-3.275, -2.865, 0.537], [-3.158, -4.274, 2.090], [-4.792, -4.045, 1.568], [-4.327, -5.000, -0.670], [-3.517, -6.154, 0.438], [-1.852, -5.107, -1.368], [-1.374, -4.978, 0.250], [-4.024, -2.350, -0.065], [-2.956, -2.149, 1.295], [-2.017, -2.668, -4.984], [-2.698, -1.408, -4.560], [-2.575, -1.443, -3.080], [-1.294, -1.997, -2.866], [-0.799, -2.619, -4.081], [-1.839, -2.584, -6.056], [-2.619, -3.556, -4.791], [-3.734, -1.270, -4.872], [-2.124, -0.545, -4.897], [-3.391, -2.011, -2.633], [-2.657, -0.457, -2.624], [-0.255, -3.561, -4.014], [-0.080, -1.906, -4.485], [1.554, 1.774, -2.861], [1.395, 3.478, -3.028], [0.306, 0.940, -3.814], [2.523, 1.456, -3.244], [1.398, 1.514, -1.813]],
  "forces_ev_per_a": [[-2.380, 2.053, 1.788], [-1.052, 0.507, 0.263], [0.398, 0.806, -0.433], [-0.374, -1.439, -0.040], [-0.427, -0.040, 0.214], [0.346, -0.232, -0.999], [0.199, 0.593, 0.646], [-0.581, -0.550, -0.056], [0.739, 0.430, -0.053], [-0.160, 0.522, 0.366], [-0.559, 0.777, -0.279], [-1.644, -2.598, 0.435], [0.727, 1.147, -1.287], [-0.037, -0.174, 0.117], [0.048, -0.653, 0.417], [0.226, 0.360, 0.089], [-0.052, 0.286, 0.040], [0.781, 0.287, 0.296], [-0.398, 0.226, -0.078], [-0.114, 0.203, -0.052], [0.438, 0.298, -0.044], [0.424, -0.107, 0.513], [0.558, 0.304, -0.409], [-0.463, 0.184, 0.154], [-0.556, -0.198, 0.105], [0.329, -0.065, 0.270], [0.275, -0.247, 0.276], [0.012, 0.031, 0.412], [2.900, -2.826, -1.316], [-0.138, -0.155, -0.143], [-0.078, 0.377, 0.059], [0.006, 0.225, 0.066], [-0.369, 0.014, 0.714], [-0.777, 4.503, -1.666], [2.201, 0.037, 2.643], [-3.766, -1.969, 0.748], [2.725, -2.831, -3.773], [-0.774, 1.123, 1.372], [-2.401, -0.922, -0.338], [1.928, -1.623, 1.310], [-0.431, 0.814, -0.504], [-0.407, 1.073, -0.457], [0.882, 0.228, -0.357], [-0.151, -0.368, -0.398], [-0.809, -0.268, -0.026], [2.109, -1.665, 1.980], [-0.024, -0.056, -1.298], [1.199, -0.710, -0.451], [-0.404, -0.697, 0.817], [0.302, 1.404, -0.018], [-0.403, -0.104, -0.851], [-0.084, 0.505, 0.584], [0.707, 0.718, -0.681], [-0.281, 0.263, -0.375], [-0.932, 0.297, -0.272], [-0.258, 0.416, 0.529], [-0.794, 0.575, 1.732], [0.189, 3.022, -0.650], [-0.174, -2.152, -0.253], [0.466, -0.580, 1.572], [0.379, -0.175, -1.022], [0.076, 0.230, -0.245], [1.232, 0.954, -0.598], [-1.509, -1.975, -0.350], [-0.537, -1.793, 0.525], [-0.335, 0.157, 0.766], [0.463, 1.762, -0.072], [0.124, 0.179, 0.641], [0.206, 0.317, -1.081], [0.031, -0.678, 0.227], [-0.059, -0.127, -0.689], [0.261, 0.164, -0.843], [0.131, -0.248, -0.138], [-0.213, 0.529, 0.328], [0.782, -0.803, 0.077], [0.326, -1.828, 0.699], [-0.248, 2.405, 0.054], [-0.186, 0.646, -0.005], [0.159, -0.526, -0.106], [-0.052, 0.056, -0.296], [0.069, -0.113, -0.090], [-0.185, 0.007, -0.135], [-0.519, 0.514, -0.558], [-0.143, -0.670, 0.512], [-0.046, -0.216, -0.210], [0.601, 0.042, -0.222], [-0.027, -0.214, -0.582], [-0.870, 1.092, -0.075], [-1.272, 0.654, 0.330], [1.377, -1.347, 0.873], [0.095, 0.895, -1.294], [0.484, -0.451, 0.096], [-0.050, -0.013, 0.015], [0.083, -0.155, -0.127], [-0.029, 0.063, -0.372], [0.271, -0.572, 0.173], [0.384, 0.114, 0.030], [-0.389, -0.206, 0.929], [0.135, 0.051, -0.189], [-0.042, -0.681, -0.002], [0.081, 1.026, -0.004], [0.121, -0.329, 0.033], [-0.119, 0.028, 0.111], [0.101, -0.139, -0.086]],
  "total_charge": 2,
  "gap_ha": [0.26622, 0.24219],
  "spin_multiplicity": 4,
  "s_squared": 3.763
}

[3]
{
  "formula": "CHN2",
  "method": "ωB97M-V/def2-TZVPD",
  "species": ["C", "N", "N", "H"],
  "coordinates": [[-0.137, 0.209, -0.049], [1.018, -0.465, 0.066], [-0.330, -1.020, 0.262], [-0.552, 1.276, -0.280]],
  "forces_ev_per_a": [[0.640, 3.559, -0.824], [-4.549, -1.172, 0.475], [3.339, -0.297, -0.090], [0.571, -2.090, 0.438]],
  "total_charge": 1,
  "gap_ha": 0.41899,
  "spin_multiplicity": 1,
  "e_above_lowest_kcal_mol": 10.4
}